(1)
{"formula": "C5H8O2", "method": "ωB97M-V with the def2-TZVPD basis set", "homo_lumo_gap_ev": 10.32, "charge": 0, "elements": ["O", "C", "C", "C", "C", "C", "O", "H", "H", "H", "H", "H", "H", "H", "H"], "coordinates": [[1.9559, 0.2335, 0.0574], [1.2800, -0.9181, -0.4138], [0.2278, -1.2979, 0.5783], [-1.0616, 1.8965, -0.0523], [-1.8843, 1.2880, -0.9019], [-0.2714, -2.7041, 0.7140], [0.5892, -2.2894, 1.5833], [2.5844, 0.5067, -0.6217], [1.9644, -1.7685, -0.5480], [0.7833, -0.7250, -1.3782], [-0.3780, -0.4938, 0.9806], [-1.4399, 2.5565, 0.7246], [0.0157, 1.7458, -0.0873], [-1.5145, 0.6230, -1.6798], [-2.9617, 1.4239, -0.8548]], "atomic_forces_ev_per_a": [[0.2, 0.1, -0.2], [-0.2, -0.4, -0.1], [-0.1, 0.3, -0.1], [-0.1, -0.1, -0.2], [0.1, 0.1, 0.1], [0.3, 0.2, 0.2], [-0.2, -0.4, -0.1], [0.0, 0.0, 0.2], [-0.1, 0.2, 0.0], [0.1, 0.0, 0.1], [0.0, -0.1, -0.1], [0.0, -0.1, -0.1], [-0.2, 0.1, 0.0], [0.0, 0.1, 0.1], [0.1, 0.0, 0.0]]}


(2)
{"formula": "C23H17ClIrN4O7", "method": "ωB97M-V with the def2-TZVPD basis set", "homo_lumo_gap_ev": [7.64, 6.47], "spin_multiplicity": 2, "s_squared": 0.7552, "charge": 0, "elements": ["Ir", "O", "C", "C", "C", "C", "C", "C", "C", "N", "N", "C", "O", "C", "C", "C", "C", "C", "C", "H", "H", "H", "H", "H", "H", "H", "H", "H", "H", "O", "Cl", "O", "O", "O", "O", "C", "C", "C", "C", "C", "C", "C", "N", "C", "C", "N", "H", "H", "H", "H", "H", "H", "H"], "coordinates": [[-0.3393, 0.1228, 0.1529], [-2.1863, -0.4634, 0.6431], [-2.6706, -0.7273, 1.8470], [-4.0699, -0.7951, 1.9446], [-4.6826, -1.1069, 3.1379], [-3.9306, -1.3555, 4.2886], [-2.5603, -1.2896, 4.2052], [-1.9104, -0.9751, 3.0008], [-0.4719, -0.9733, 3.0038], [0.2742, -0.6656, 2.0120], [1.6436, -0.7929, 2.1920], [2.2189, -0.7070, 1.0402], [1.5185, -0.6102, -0.0629], [3.6856, -0.7785, 0.9017], [4.2728, -0.4626, -0.3180], [5.6524, -0.5049, -0.4466], [6.4421, -0.8636, 0.6358], [5.8538, -1.1779, 1.8549], [4.4775, -1.1331, 1.9911], [-4.6455, -0.6065, 1.0485], [-5.7634, -1.1576, 3.1770], [-4.4138, -1.5994, 5.2240], [-1.9514, -1.4845, 5.0803], [0.0464, -1.2405, 3.9202], [3.6446, -0.1734, -1.1491], [6.1112, -0.2516, -1.3933], [7.5193, -0.8949, 0.5328], [6.4706, -1.4548, 2.6998], [4.0030, -1.3680, 2.9339], [0.7256, 3.9315, 0.1596], [1.3087, 2.6419, 0.2897], [2.6276, 2.6910, 0.8024], [0.4567, 1.8423, 1.2645], [1.2445, 1.9026, -0.9557], [-0.6722, -1.1678, -1.3232], [-0.9310, -0.8352, -2.5744], [-0.6595, -1.8377, -3.5289], [-0.9263, -1.6508, -4.8615], [-1.4687, -0.4454, -5.3203], [-1.7276, 0.5471, -4.4095], [-1.4695, 0.3806, -3.0387], [-1.7818, 1.4490, -2.1152], [-1.4974, 1.4752, -0.8226], [-1.9868, 2.6453, -0.2797], [-2.5834, 3.3433, -1.2688], [-2.4446, 2.5838, -2.4126], [-0.2330, -2.7616, -3.1628], [-0.7036, -2.4444, -5.5632], [-1.6745, -0.2948, -6.3705], [-2.1386, 1.4832, -4.7694], [-1.8506, 2.8864, 0.7580], [-3.0784, 4.2963, -1.2670], [-2.7742, 2.8290, -3.3282]], "atomic_forces_ev_per_a": [[0.1, 0.1, 0.7], [0.0, 0.1, 0.2], [0.0, 0.2, -0.1], [0.0, 0.0, 0.1], [0.0, 0.0, -0.1], [0.0, 0.0, 0.0], [0.0, 0.0, 0.0], [0.1, 0.0, 0.1], [0.0, 0.2, 0.0], [0.0, -0.7, -0.3], [0.0, 0.0, 0.0], [-0.1, -0.2, 0.1], [0.0, 0.6, -0.4], [0.0, 0.0, 0.1], [0.0, 0.0, 0.0], [0.0, 0.0, 0.0], [0.0, 0.0, 0.0], [0.0, 0.0, 0.0], [0.0, 0.0, 0.0], [0.0, 0.0, 0.0], [0.0, 0.0, 0.0], [0.0, 0.0, 0.0], [0.0, 0.0, 0.0], [0.0, 0.0, 0.0], [0.0, 0.0, 0.0], [0.0, 0.0, 0.0], [0.0, 0.0, 0.0], [0.0, 0.0, 0.0], [0.0, 0.0, 0.0], [0.0, 0.0, 0.1], [0.2, 0.0, -0.4], [0.0, 0.0, 0.1], [-0.4, -0.2, 0.1], [0.2, 0.5, 0.1], [-0.2, -0.3, 0.2], [0.1, -0.1, 0.0], [0.0, 0.0, 0.0], [0.0, 0.0, 0.0], [0.0, 0.0, 0.0], [0.0, 0.0, 0.0], [0.0, 0.0, 0.0], [-0.2, 0.0, 0.0], [0.4, -0.1, -0.5], [0.0, 0.0, 0.0], [0.0, 0.0, 0.0], [0.0, 0.0, 0.0], [0.0, 0.0, 0.0], [0.0, 0.0, 0.0], [0.0, 0.0, 0.0], [0.0, 0.0, 0.0], [0.0, 0.0, 0.0], [0.0, 0.0, 0.0], [0.0, 0.0, 0.0]]}


(3)
{"formula": "C5H13NO2", "method": "ωB97M-V with the def2-TZVPD basis set", "homo_lumo_gap_ev": [3.32, 9.23], "spin_multiplicity": 2, "s_squared": 0.7531, "charge": -1, "elements": ["N", "C", "C", "C", "C", "C", "H", "H", "H", "H", "H", "H", "H", "H", "H", "H", "H", "O", "H", "H", "O"], "coordinates": [[-3.1860, -1.5634, -0.4155], [-2.1685, -0.5156, -0.0314], [2.4344, -0.2590, -0.9328], [1.3225, -0.2182, -1.7123], [0.0093, 0.0813, -1.1416], [-0.8027, -0.8188, -0.5723], [-3.4716, -1.3147, -1.3471], [-2.6381, -2.3728, -0.6783], [-2.1702, -0.4734, 1.0554], [-2.5305, 0.4018, -0.4882], [3.4299, -0.3343, -1.3686], [2.4390, -0.2759, 0.1460], [1.4560, -0.5782, -2.7318], [-0.1057, 1.1726, -1.0216], [-0.4435, -1.8445, -0.5966], [1.6890, 1.5863, 0.3019], [2.3149, 2.5685, 1.3968], [1.8579, 1.7309, 1.2504], [-0.4696, 1.2065, 3.2916], [0.7079, 1.1481, 2.4087], [0.3254, 0.6728, 3.1875]], "atomic_forces_ev_per_a": [[0.7, 0.2, -0.2], [-0.4, -0.9, -0.4], [0.2, 0.2, -0.5], [0.9, -1.2, 0.7], [0.6, 0.3, 0.3], [0.0, 0.4, -0.8], [-0.6, 0.4, -0.4], [0.1, -0.6, 0.5], [0.0, 0.3, 0.1], [0.1, 0.3, 0.5], [-0.1, -0.2, -0.2], [-0.3, 0.3, 0.0], [-0.3, 0.5, -0.3], [-0.7, -0.1, 0.0], [-0.2, -0.1, 0.2], [0.3, 0.4, -0.1], [0.0, 0.2, -0.4], [-0.3, -0.3, 0.6], [-0.2, -0.2, 0.4], [0.5, -0.5, 0.3], [-0.4, 0.6, -0.4]]}


(4)
{"formula": "C9H19O3PS", "method": "ωB97M-V with the def2-TZVPD basis set", "homo_lumo_gap_ev": [6.52, 7.59], "charge": 0, "elements": ["C", "C", "C", "C", "C", "C", "C", "C", "C", "O", "O", "O", "P", "S", "H", "H", "H", "H", "H", "H", "H", "H", "H", "H", "H", "H", "H", "H", "H", "H", "H", "H", "H"], "coordinates": [[1.4900, 1.3517, -0.3079], [-2.5096, -2.9731, 0.8452], [-1.4677, 3.4509, 0.4059], [1.9547, -0.8924, 0.4611], [3.7736, 0.5814, -0.7826], [1.7069, -0.4468, -2.0479], [-1.5804, -2.3238, -0.1969], [-2.6045, 2.4293, 0.6433], [2.2840, 0.1035, -0.6991], [1.5921, 2.4744, 0.0087], [-1.1827, -1.0372, 0.2094], [-2.0577, 1.1108, 0.6766], [-1.3829, 0.3599, -0.5422], [-2.5718, 0.2538, -2.1418], [-3.4514, -2.5229, 0.7757], [-2.6990, -3.9622, 0.6990], [-2.2360, -3.0430, 1.9918], [-0.5849, 3.2519, 0.8997], [-1.1982, 3.6595, -0.6167], [-1.6043, 4.4991, 0.7496], [2.3770, -1.8573, 0.2923], [2.3164, -0.5506, 1.5076], [0.9034, -1.0264, 0.5420], [4.3329, -0.1630, -1.2872], [4.0185, 0.7175, 0.2490], [3.7547, 1.4859, -1.2900], [1.9293, 0.0088, -3.0076], [1.7679, -1.5114, -2.2533], [0.6214, -0.3620, -2.0873], [-2.1240, -2.1955, -1.1628], [-0.5700, -2.9467, -0.3250], [-3.2153, 2.5921, -0.2684], [-3.0753, 2.4884, 1.6566]], "atomic_forces_ev_per_a": [[-1.9, 0.7, -0.2], [1.7, 1.6, 2.4], [-1.2, 1.9, 0.2], [1.2, 1.3, 1.3], [-2.4, -1.5, 1.1], [-1.2, -0.1, -0.1], [1.3, -1.7, -0.1], [1.1, 1.0, -0.4], [-0.2, -0.2, -0.5], [0.5, -1.7, -0.4], [0.3, 0.1, 0.7], [-0.5, 0.2, 0.7], [0.5, 0.3, -1.3], [0.8, 0.1, 0.7], [-1.4, 1.0, 0.1], [-0.2, -3.0, -1.3], [0.1, 1.0, -2.3], [1.9, -1.2, 1.1], [-0.2, -0.7, -0.7], [-1.0, -0.6, 0.2], [0.6, -0.6, -0.4], [-0.4, -0.2, -1.8], [-0.8, 0.0, 0.0], [0.8, -0.6, -0.3], [0.9, 0.2, 0.5], [0.5, 1.7, -1.0], [0.9, 0.7, 0.3], [0.9, -0.3, 0.7], [-0.3, 0.3, 0.6], [0.5, -0.6, 0.5], [-2.2, 1.1, 0.0], [-0.6, -0.7, 1.0], [0.0, 0.5, -1.3]]}


Sequential total energy output: -9404.94495; -59772.36968; -10978.14720; -35905.22647 eV
Sequential energy above the lowest of the compared OMol25 structures with the same formula, charge and spin output: 471.5; 0.0; 268.9; 316.3 kJ/mol